A cluster of 11 separate species, C61H143BN9O27 in total at a distorted geometry. Source: OMol25; level of theory: ωB97M-V/def2-TZVPD.

Geometry as XYZ:
```
241
Properties=species:S:1:pos:R:3:forces:R:3
H -5.515592 4.763633 8.243833 -0.317 -0.384 -0.250
N -11.287762 -10.452607 7.898163 -2.467 0.292 -0.277
C 12.626618 2.457763 -0.842897 -0.447 2.335 -1.273
H -2.440632 9.065763 -4.434037 -0.700 0.224 0.044
C 11.740998 11.259683 -7.231167 0.978 -0.370 0.154
H 13.619208 1.279923 -2.210537 1.055 0.378 -0.862
H -18.281672 -2.940377 -0.275337 -0.221 0.694 0.254
O 1.084778 -0.645787 1.459323 5.420 0.050 2.522
H -4.258412 10.775533 -1.758327 -0.150 0.240 0.097
H 10.267798 7.880873 -0.198667 -0.262 -0.242 0.504
O -1.311542 0.952603 -0.399857 3.793 -1.347 2.136
H 6.586408 1.919313 -12.376927 0.065 0.419 0.690
O -0.958272 -1.297347 1.498673 -1.504 -0.332 0.882
H -6.636452 -0.386247 6.472343 -0.289 -0.922 0.330
C 13.010228 2.214503 -4.588107 -0.228 1.236 0.267
H 0.418938 -11.796917 -2.232437 -0.178 0.328 0.448
H -2.458262 8.002383 -2.993187 0.098 -0.142 -0.188
O 6.329218 -0.076257 -12.043527 -1.166 -0.319 -0.263
O 0.532538 -1.200027 9.121523 0.983 -0.571 -0.069
H 12.003498 1.283413 -2.560377 -0.639 -0.050 0.112
H -6.016662 7.227583 5.885113 -0.487 -0.807 0.172
H 2.660278 -1.628907 8.756663 -0.442 -0.757 0.262
C 8.295938 4.491053 -5.945917 1.116 -0.527 0.280
C 3.918778 -15.015997 -1.012457 -0.102 -0.875 0.044
H 7.487678 4.576983 -6.672167 -0.160 0.791 0.150
H 10.295038 5.603503 1.056023 -0.308 0.385 -0.352
H -16.231062 0.666063 -2.542847 -0.525 0.328 0.269
H -12.675802 -1.483517 -4.494077 0.031 -0.289 0.597
C -3.559842 -0.584297 9.155213 0.142 0.137 -1.152
H 5.486888 1.291053 -13.442747 -0.149 -0.889 -0.564
H 7.224718 -5.635147 4.351613 0.737 -0.190 0.701
H 0.006348 6.611703 6.559273 0.067 -0.012 0.348
H -4.007122 6.002853 4.738253 -0.538 0.654 -0.264
N -2.726062 6.488153 6.288933 -2.051 -1.404 -0.934
H -5.352262 -1.453327 5.593813 -0.822 -0.372 -0.057
O -9.058402 -9.563097 6.028123 0.079 -0.997 0.313
H -3.621962 12.459693 -3.522387 0.656 -0.306 0.783
O 3.353448 -16.173847 -1.730777 1.483 1.808 1.363
O 8.781888 5.692533 -5.283007 -1.327 -1.329 -1.563
H -14.599272 -1.249287 -2.535967 -0.437 0.375 0.428
H -9.572032 -8.297997 7.515093 -0.925 0.042 0.489
H 8.847188 -4.791907 -8.938567 0.178 -0.162 -0.011
H 8.696888 -4.317537 -11.268537 0.251 0.233 -0.216
N -5.495132 11.840813 -4.037177 1.224 -1.360 0.195
C -1.816712 5.378003 6.384933 2.194 0.622 2.149
H 4.009728 -18.020247 -2.113677 0.298 -0.194 0.053
H 1.893388 -9.507947 -0.644347 0.428 -0.199 0.020
H -16.894782 -0.107057 -4.010877 -0.208 0.190 0.056
O -2.586352 10.000743 -2.489527 0.316 -0.456 -1.428
H 7.214508 -3.759287 -10.528887 -0.279 -0.815 0.417
H 8.014768 3.702743 -5.247627 -0.323 0.295 0.515
H 10.848868 3.396383 -0.830817 -0.422 0.049 -1.053
H -6.760302 5.817263 8.933713 -0.101 -0.383 0.180
C 8.477558 -3.152737 -6.846407 -1.061 -0.115 0.385
C -14.237702 0.055573 -4.126197 -1.145 -2.318 1.188
H 12.360528 2.725323 -5.298787 -0.062 -0.445 -0.162
H 12.556408 11.228523 -6.508507 -0.313 0.711 1.018
H -1.040722 8.962843 -3.525197 0.074 0.194 0.800
H -4.568312 9.538673 -2.896507 -0.143 -0.078 -0.648
H -12.677272 -11.958797 5.956493 -0.780 -0.473 -0.403
H -3.516532 11.170573 -4.643137 -0.289 -0.113 -0.407
H 5.363128 -16.894397 -1.821697 -0.083 0.217 0.009
C -6.361542 12.697983 -0.353107 -0.299 -0.401 -0.503
H 9.102218 4.006303 -6.496387 0.417 0.483 -0.032
O 1.729368 -10.159847 -2.642927 -1.291 -0.542 0.773
H -2.942892 7.011613 7.125043 0.933 -0.434 0.597
H -6.928972 11.771883 -0.261177 0.042 0.022 0.844
H 0.116698 -2.518057 7.478733 1.002 0.156 -0.211
O -12.396702 -0.223067 -2.743147 -0.669 -1.137 0.541
H 4.900218 1.461173 -11.865087 0.426 -0.315 0.653
H 12.837868 1.141403 -4.505327 -0.690 0.100 0.164
H 4.664268 -15.271197 -0.259327 0.202 -0.908 -0.102
H 1.608748 -8.334967 -1.910787 -0.248 0.108 0.250
C -11.128462 -0.633957 -2.360767 0.947 0.898 0.975
C -0.143802 -1.537117 7.876233 0.163 0.072 0.897
O -6.801732 13.149523 -1.608697 0.445 0.014 -1.285
H -7.177832 -9.348007 4.912103 0.233 -1.418 1.295
C -3.938992 10.414013 -2.735757 0.959 -0.347 1.974
O 5.127888 0.896913 0.205513 -1.242 -0.330 0.488
N -15.129662 -0.898427 -3.320627 0.922 0.641 -1.914
H -6.211532 14.858503 -2.474557 -0.072 0.269 -0.535
H 8.358978 -3.473477 4.891453 0.096 -0.232 -0.166
C -10.077702 -8.724637 6.648853 0.732 -0.824 -2.252
H 6.677018 -2.681057 -12.373167 -0.752 0.324 0.209
H 0.076128 -0.685017 7.233073 -0.351 -0.350 -0.641
C 3.593328 1.667053 1.909143 2.770 3.894 4.125
B 1.853768 0.560433 1.093903 -1.908 0.393 -0.196
H -5.351112 13.798693 -4.629957 -0.023 0.387 0.237
N 9.060128 8.501513 -5.782497 -1.050 2.447 1.186
H 2.673338 -11.564077 -0.670447 -0.163 -0.327 0.118
H 2.145048 -0.092497 8.307153 -0.294 0.494 0.115
O 8.389178 -2.890877 -8.264977 -0.029 0.262 1.020
H -12.943832 -13.948697 8.993973 0.424 -0.469 0.381
N -2.204202 -0.464007 8.640523 0.856 -1.249 -0.651
C 8.286748 -3.572167 -10.587147 -1.461 0.973 -0.509
O -5.377992 6.764583 7.896943 -0.346 0.150 -2.783
O -0.748422 6.493933 8.492713 -0.772 1.099 -0.201
H -1.736752 -2.562527 8.879163 0.021 -0.194 0.359
H -0.781482 4.758663 9.622923 0.115 -0.310 -0.035
H -1.716932 6.056743 10.330093 0.068 0.499 -0.367
H 8.339878 10.115333 -4.551177 -0.016 -0.265 0.156
H 8.075818 -4.100487 -6.487977 0.395 -0.860 -0.856
O 10.693028 10.400383 -6.861017 -0.312 -0.064 -1.931
H -3.623412 -1.261137 10.007243 -0.221 -0.400 0.146
H -11.622682 -13.013147 6.685723 0.515 0.000 1.028
H -14.139462 -15.043157 8.393223 -0.177 0.170 -0.695
H -1.436592 -0.191477 9.237673 -0.837 0.954 1.013
C 11.370008 5.579853 0.877153 0.455 -0.319 0.059
H 7.619848 6.692723 -3.922587 0.502 -0.119 0.332
C -4.057732 11.487223 -3.751547 -1.247 1.481 -1.401
H 12.705638 3.897673 1.172063 0.820 0.514 -0.711
C 1.445548 -11.568837 -2.519027 1.033 0.815 0.825
C -1.622742 -1.740617 8.172363 -0.706 1.513 -0.405
H 1.626358 -14.071837 -1.921827 0.233 -0.166 0.076
H -16.657992 -3.091297 0.482083 -0.108 0.309 -0.050
H 7.136938 8.439573 -4.878157 -0.209 0.684 -0.675
O 11.810378 6.431273 -0.157727 -0.782 0.812 0.083
H -12.224272 0.226993 -4.685867 0.507 -0.209 -0.469
C 2.842978 -14.306117 -0.280507 -1.744 -1.298 0.366
H 0.301368 -9.290537 -1.169437 -0.542 -0.536 -0.920
H 3.250108 -13.862977 0.628313 0.016 1.188 -0.475
C 11.315758 7.773053 0.081043 0.955 -1.071 -0.550
H 10.700918 10.582733 -4.930267 -0.464 -0.153 0.854
H 6.371708 -6.317187 2.198413 -0.017 0.080 0.326
C 7.740528 7.919163 -5.621777 0.529 -1.684 -1.066
C -13.282052 -14.445157 8.084453 0.490 1.836 0.168
H -5.568462 -0.985157 8.456803 -0.139 -0.726 0.629
H -5.700322 0.231523 5.232813 0.624 0.121 -0.073
C 7.221218 -0.646227 -12.992097 0.350 -0.413 2.263
C -2.123132 8.957783 -3.396907 -0.285 0.459 0.399
H 11.438238 12.265373 -7.522727 -0.190 0.143 0.413
C -17.316862 -1.238017 -2.244077 -0.724 0.797 1.087
C 7.576058 -2.066697 -12.422017 -0.114 0.373 -0.355
O 0.865708 1.233913 0.265253 -0.118 1.576 -1.439
C 12.799298 1.989313 -2.322737 -1.522 -1.435 2.124
H -3.873042 0.399683 9.504203 -0.154 0.016 -0.103
H -18.120862 -0.720077 -1.721187 -0.727 0.628 -1.085
H 6.693528 -3.103957 4.470293 -0.154 -0.323 0.033
N 1.957708 -13.550057 -1.123047 -0.266 1.964 1.019
C 1.960158 -0.852847 9.065963 -1.291 0.047 -0.626
H -11.607612 -10.023197 5.796783 0.489 -0.078 -0.288
H 11.853418 5.884023 1.805543 -0.078 0.218 0.409
C 1.320938 -9.323697 -1.553457 1.252 0.435 -0.079
H 8.044918 -2.539437 -13.285027 1.072 -0.241 0.346
C -11.373822 -9.529137 6.739843 1.758 -0.226 1.587
H 10.003758 -3.498347 -9.441847 0.362 -0.108 0.491
H -10.530852 -11.120357 7.862193 0.398 0.378 -0.479
C 7.619148 -3.539257 4.093693 -0.340 -0.045 -0.959
C 11.781708 4.133433 0.643973 0.572 0.256 0.436
H 11.843578 8.454263 -0.586377 0.299 -0.138 0.112
C -5.917772 13.223953 -3.897377 -0.405 -0.930 0.168
H -8.269882 -8.253737 4.778593 -0.249 1.068 -0.040
C 4.374998 -17.004997 -2.268297 -1.232 -0.375 -0.483
H -10.965002 -1.682237 -2.110777 -0.292 -0.432 -0.888
C 5.799278 1.165863 -12.406007 0.406 0.892 -0.855
H 7.917018 -2.901717 3.261273 0.221 0.165 0.047
O -16.682412 -1.745617 -1.071947 1.033 -0.935 0.096
C -4.565492 -1.075407 8.039653 -0.189 1.757 0.550
H -4.450132 4.998043 5.977513 0.548 -0.329 1.141
C -16.423622 -0.282667 -3.043777 1.141 -0.945 0.825
C -0.128122 -0.475247 1.250863 -3.633 -2.079 -2.045
H 8.065248 0.042653 -13.026127 0.622 -0.286 -0.140
H 11.558878 7.985853 1.122053 -0.442 0.554 0.073
N 8.321958 -2.187987 -11.133677 0.977 -0.225 -1.017
H 2.230278 -0.492667 10.058643 -0.139 -0.016 -0.154
H -12.640682 -11.819697 8.861563 0.419 0.495 0.692
H -14.699962 0.123303 -5.110997 0.469 -0.284 -0.349
C -5.113312 7.071063 6.474643 0.792 -0.875 0.160
H 12.371638 10.893973 -8.041507 -0.968 -0.642 -0.731
H 0.118648 5.093263 7.579113 0.351 -0.707 -1.499
H -14.352832 1.056903 -3.711257 0.639 0.229 0.261
C 9.964228 10.758313 -5.714207 0.642 0.185 0.575
H 7.914198 10.281273 -6.228707 -0.175 -0.063 -0.372
H -10.407732 -7.959717 5.945943 0.767 0.692 -0.192
C -5.892862 13.816243 -2.489717 -0.139 0.612 0.589
C -7.893652 -8.879747 5.587703 -1.868 1.922 -1.303
H 7.939238 -1.609507 -10.399517 -0.290 0.352 -0.260
O 4.325988 2.412213 2.625263 -2.341 -2.725 -2.692
C 7.457098 -4.954737 3.532383 -2.659 -0.313 1.044
C 8.691898 9.908923 -5.561907 2.488 1.569 0.727
H -4.387702 -2.093847 7.694323 0.145 -0.095 -0.024
C -5.643532 -0.501347 6.037653 0.187 0.537 -0.512
H -12.161252 -8.781377 6.834243 -0.254 -0.211 0.753
C -6.187092 5.596033 8.033383 0.381 0.540 1.504
H -6.929872 5.374983 7.266883 0.400 0.221 -0.503
O 12.789778 2.953243 -3.337077 1.466 -1.411 -0.729
C -12.771592 -0.484847 -4.067947 -1.672 2.600 -0.691
H -2.213332 4.491493 6.879813 -0.352 -0.063 0.383
H -17.054362 -3.792517 -1.077607 0.318 -0.158 -0.222
C -12.530992 -12.456057 6.915363 -1.207 1.070 -0.399
C -0.514902 5.888703 7.186703 -0.952 -0.849 0.933
H 3.362948 -12.410327 -2.102767 0.632 0.599 0.175
H -7.516612 -8.179297 6.332893 0.558 -0.431 0.176
H 12.194758 1.740403 -0.145047 -0.141 -0.680 -0.510
H -6.599062 13.436913 0.412193 0.017 -0.145 0.248
H 14.023938 2.253013 -4.986877 0.347 0.544 0.423
N 11.793818 3.749523 -0.781097 0.944 -1.956 1.649
C 4.018818 0.869163 0.705483 3.462 1.440 -0.163
H 9.733338 11.822783 -5.672687 -0.169 0.291 -0.313
H -4.736402 8.093763 6.485763 0.753 -0.208 0.076
O 8.499178 -5.327367 2.761973 4.564 -0.829 -0.265
H 6.717948 6.200113 -5.264707 0.003 -0.766 -0.192
C -17.205122 -2.918057 -0.444597 0.248 -0.095 -1.049
H -6.063812 11.226313 -3.472297 -0.347 0.134 -0.023
C 8.961688 -3.753367 -9.249097 -0.003 0.420 0.406
H -1.495062 4.966623 5.428163 0.075 0.586 -0.336
H 8.485128 -6.287247 2.756093 0.378 -0.007 -0.301
H -10.923782 -0.176037 -1.393027 -0.154 0.356 0.065
H -6.952942 13.162093 -4.233057 -0.145 0.586 -0.028
H -5.304002 12.436433 -0.316837 0.183 0.167 -0.109
C 7.713078 6.557653 -5.000157 -0.433 -0.196 0.998
H 4.429498 -14.278797 -1.631967 -0.018 -0.250 -0.764
H 6.506658 -4.598077 1.722273 0.092 -0.291 -0.436
H 6.824228 -0.692717 -14.006167 -0.413 -0.314 0.002
H 9.314108 8.683183 -6.743017 0.219 -1.597 -0.568
H 9.370668 -2.957397 -6.252857 0.858 -0.034 -1.009
C -0.273952 0.619623 0.247923 -4.371 2.802 -1.772
H 4.365528 -16.844777 -3.346417 0.616 0.038 -0.129
H -12.477202 -15.045047 7.659643 -0.083 -0.182 -0.018
H 5.414468 -4.950337 2.957083 -0.575 -0.664 0.010
O 2.980418 0.264993 0.303003 -0.409 -2.350 -1.850
H -2.189612 -1.998147 7.277683 0.479 -0.345 -0.319
H 7.760618 -2.549167 -6.289827 -0.247 0.852 -0.823
O -13.622602 -13.344317 7.209293 -0.077 -0.494 -0.504
H 2.126418 -14.976717 0.193773 0.438 -1.004 0.027
O -4.648022 -0.151727 6.944983 1.269 0.231 0.684
C 6.370128 -5.287357 2.555553 -2.345 2.653 -0.040
H 7.316988 7.867033 -6.624767 -0.786 0.174 0.082
C -4.073512 6.009663 5.826213 -0.488 2.850 0.032
H 13.625508 2.637983 -0.445617 -0.015 0.567 0.013
H -2.280122 5.263093 8.803653 -0.424 -0.359 0.729
H -17.749372 -1.941357 -2.955657 0.261 -0.718 0.328
H -10.395832 -0.189197 -3.034217 0.368 -0.524 -0.249
H 1.512838 -11.892147 -3.557797 0.494 -0.529 0.154
C -12.523912 -11.254267 7.937033 0.939 -2.487 0.528
O 2.304078 1.520103 2.115423 0.080 -1.009 0.024
H -13.460672 -10.698657 7.893683 0.289 0.326 -0.562
C -1.422492 5.606703 9.382013 0.160 -0.124 -1.235
C 2.471298 -12.243637 -1.498377 -1.258 -0.294 -2.769
H 11.159908 3.509983 1.286453 -0.883 -0.208 -0.222
H -4.882022 13.872503 -2.085807 0.230 -0.514 0.180
```
Forces are in eV/Å.

- HOMO (Ha) = -0.2620
- spin multiplicity = 1
- ΔE to the lowest compared entry with this formula, charge and spin (kcal per mole) = 210.6
- frontier orbital gap (eV) = 8.9194
- net charge = -1
- electronic energy (Eh) = -4958.54499